Density functional theory data (ωB97M-V/def2-TZVPD) for the molecule C4H8O2.

Summary:
* total charge: 0
* ΔE to the lowest compared entry with this formula, charge and spin: 76.4 kcal per mole
* HOMO energy: -9.68 eV
* SMILES: C[C@H]1COCO1
* LUMO energy: 1.02 eV

Each line ends with the Mulliken charge.
Cartesian coordinates (Å):
C 0.664 -0.494 1.328  -1.0110
C -0.236 0.536 0.758  0.1706
C 0.449 1.119 -0.450  -0.4435
O 0.492 0.012 -1.356  -0.4682
C -0.914 -0.732 -1.199  -0.1700
O -1.479 -0.132 -0.126  -0.4757
H 0.323 -0.936 2.275  0.2723
H 0.722 -1.010 0.292  0.2521
H 1.754 -0.392 1.355  0.3528
H -0.914 1.085 1.399  0.4000
H -0.156 1.931 -0.841  0.2836
H 1.480 1.478 -0.279  0.3442
H -1.536 -0.671 -2.118  0.2403
H -0.649 -1.793 -1.038  0.2526